No. 1
Here is C2H4O4S in the gas phase at a distorted geometry from the Open Molecules 2025 dataset. Energies are from ωB97M-V/def2-TZVPD.

```
11
Properties=species:S:1:pos:R:3:forces:R:3
S 0.27950 -0.38413 1.55650 -2.172 -0.427 3.624
O 1.47127 0.33759 1.42033 2.243 0.851 -1.121
O -0.93060 0.35181 1.38501 -0.548 0.188 0.083
O 0.08908 -1.35453 -0.02203 1.413 -0.881 2.342
O 0.26470 -1.39557 2.55196 0.079 -0.800 -0.484
C -0.13183 0.79409 -1.01715 2.389 1.396 1.038
C -0.07375 -0.61253 -0.95603 -2.822 -2.547 -4.691
H -0.41951 -1.26423 -1.85429 0.872 1.393 0.742
H -1.08684 1.17194 -0.84098 -1.930 0.154 1.261
H 0.58846 1.15952 -0.24194 -0.700 0.544 -1.103
H -0.05048 1.19603 -1.98137 1.176 0.129 -1.692
```
Positions in Å, forces in eV/Å.

The value obtained for the HOMO energy is -10.6405 eV. Its electronic energy is -21161.6593 eV. As for the energy relative to the best compared isomer or geometry (same formula, charge and spin): 41.4 kcal/mol.

=====

No. 2
Here is C3H2N2O2 in the gas phase at a distorted geometry from the Open Molecules 2025 dataset. Energies are from ωB97M-V/def2-TZVPD.

```
9
Properties=species:S:1:pos:R:3:forces:R:3
O 2.62833 0.47161 0.63566 -0.628 0.171 -0.068
O -0.73807 0.40533 1.05967 0.103 -0.054 0.002
N -0.14256 0.54081 -1.06511 0.295 -0.237 0.346
N -1.58110 -0.42741 0.37009 -0.818 0.297 -0.537
C 1.48261 0.17532 0.59154 0.813 -0.015 0.177
C -1.21423 -0.28192 -0.87400 -0.407 -0.168 0.099
C 0.17208 0.84834 0.16745 -0.069 -0.440 -0.162
H 1.04430 -0.84828 0.77094 0.914 0.161 0.170
H -1.65134 -0.88379 -1.65624 -0.203 0.285 -0.028
```
Positions in Å, forces in eV/Å.

The value obtained for the HOMO energy is -11.0865 eV. Its electronic energy is -10214.8896 eV. As for the energy relative to the best compared isomer or geometry (same formula, charge and spin): 76.1 kcal/mol.

=====

HOMO energy of number 1 (C2H4O4S)? -10.6405 eV

=====

Look up the electronic energy of the second one. -10214.8896 eV

=====

Please write out number 1 again, unchanged.
Here is C2H4O4S in the gas phase at a distorted geometry from the Open Molecules 2025 dataset. Energies are from ωB97M-V/def2-TZVPD.

```
11
Properties=species:S:1:pos:R:3:forces:R:3
S 0.27950 -0.38413 1.55650 -2.172 -0.427 3.624
O 1.47127 0.33759 1.42033 2.243 0.851 -1.121
O -0.93060 0.35181 1.38501 -0.548 0.188 0.083
O 0.08908 -1.35453 -0.02203 1.413 -0.881 2.342
O 0.26470 -1.39557 2.55196 0.079 -0.800 -0.484
C -0.13183 0.79409 -1.01715 2.389 1.396 1.038
C -0.07375 -0.61253 -0.95603 -2.822 -2.547 -4.691
H -0.41951 -1.26423 -1.85429 0.872 1.393 0.742
H -1.08684 1.17194 -0.84098 -1.930 0.154 1.261
H 0.58846 1.15952 -0.24194 -0.700 0.544 -1.103
H -0.05048 1.19603 -1.98137 1.176 0.129 -1.692
```
Positions in Å, forces in eV/Å.

The value obtained for the HOMO energy is -10.6405 eV. Its electronic energy is -21161.6593 eV. As for the energy relative to the best compared isomer or geometry (same formula, charge and spin): 41.4 kcal/mol.

=====

Copy entry 2 word for word.
Here is C3H2N2O2 in the gas phase at a distorted geometry from the Open Molecules 2025 dataset. Energies are from ωB97M-V/def2-TZVPD.

```
9
Properties=species:S:1:pos:R:3:forces:R:3
O 2.62833 0.47161 0.63566 -0.628 0.171 -0.068
O -0.73807 0.40533 1.05967 0.103 -0.054 0.002
N -0.14256 0.54081 -1.06511 0.295 -0.237 0.346
N -1.58110 -0.42741 0.37009 -0.818 0.297 -0.537
C 1.48261 0.17532 0.59154 0.813 -0.015 0.177
C -1.21423 -0.28192 -0.87400 -0.407 -0.168 0.099
C 0.17208 0.84834 0.16745 -0.069 -0.440 -0.162
H 1.04430 -0.84828 0.77094 0.914 0.161 0.170
H -1.65134 -0.88379 -1.65624 -0.203 0.285 -0.028
```
Positions in Å, forces in eV/Å.

The value obtained for the HOMO energy is -11.0865 eV. Its electronic energy is -10214.8896 eV. As for the energy relative to the best compared isomer or geometry (same formula, charge and spin): 76.1 kcal/mol.